Record 1
{"formula": "C47H96BrF3IN6O10P2Si", "method": "ωB97M-V/def2-TZVPD", "elements": ["C", "Si", "C", "C", "C", "C", "C", "C", "C", "C", "C", "N", "C", "C", "C", "C", "O", "I", "C", "F", "F", "F", "C", "P", "O", "Br", "C", "P", "N", "C", "C", "C", "C", "C", "C", "H", "H", "H", "H", "H", "H", "H", "H", "H", "H", "H", "H", "H", "H", "H", "H", "H", "H", "H", "H", "H", "H", "H", "H", "H", "H", "H", "H", "H", "H", "H", "H", "H", "H", "H", "H", "C", "O", "C", "C", "N", "C", "C", "O", "C", "H", "H", "H", "H", "H", "H", "H", "H", "H", "H", "H", "H", "H", "H", "H", "C", "O", "C", "C", "N", "C", "C", "O", "C", "H", "H", "H", "H", "H", "H", "H", "H", "H", "H", "H", "H", "H", "H", "H", "C", "O", "C", "C", "N", "C", "C", "O", "C", "H", "H", "H", "H", "H", "H", "H", "H", "H", "H", "H", "H", "H", "H", "H", "C", "O", "C", "C", "N", "C", "C", "O", "C", "H", "H", "H", "H", "H", "H", "H", "H", "H", "H", "H", "H", "H", "H", "H"], "positions_angstrom": [[2.323, 6.200, 6.811], [2.187, 4.421, 6.085], [3.910, 3.607, 6.297], [1.568, 4.461, 4.286], [1.565, 3.016, 3.591], [0.492, 3.011, 2.426], [-0.001, 1.543, 2.014], [0.836, 0.986, 0.801], [1.104, -0.570, 0.837], [1.812, -0.977, 2.192], [2.763, -2.231, 2.033], [2.872, -2.988, 3.335], [3.247, -4.225, 3.343], [3.291, -4.998, 4.736], [2.407, -6.264, 4.394], [2.908, -7.628, 4.993], [2.618, -8.014, 6.080], [4.164, -8.993, 3.830], [4.698, -5.223, 5.389], [4.602, -5.754, 6.645], [5.504, -6.007, 4.595], [5.405, -4.045, 5.548], [2.677, -3.818, 5.604], [0.896, -3.985, 6.256], [0.789, -5.426, 7.145], [0.489, -2.290, 7.700], [2.584, -2.510, 4.714], [3.856, -1.127, 4.973], [3.303, 0.036, 5.913], [0.864, 3.538, 7.143], [1.075, 2.254, 7.823], [-0.024, 1.715, 8.639], [-1.303, 2.401, 8.798], [-1.535, 3.674, 8.088], [-0.436, 4.209, 7.272], [2.647, 6.151, 7.888], [3.123, 6.726, 6.228], [1.335, 6.724, 6.751], [3.849, 2.654, 6.884], [4.558, 4.311, 6.885], [4.418, 3.434, 5.303], [2.236, 5.166, 3.707], [0.516, 4.873, 4.320], [1.373, 2.213, 4.363], [2.597, 2.872, 3.149], [-0.415, 3.539, 2.826], [0.932, 3.524, 1.531], [0.041, 0.919, 2.944], [-1.093, 1.654, 1.756], [1.850, 1.476, 0.705], [0.242, 1.220, -0.128], [0.159, -1.167, 0.696], [1.786, -0.876, -0.012], [0.984, -1.214, 2.922], [2.339, -0.072, 2.596], [3.775, -1.982, 1.632], [2.230, -2.924, 1.319], [3.448, -4.644, 2.326], [2.449, -6.383, 3.273], [1.322, -6.167, 4.650], [3.230, -3.431, 6.501], [1.628, -5.927, 7.115], [1.600, -1.986, 4.840], [4.154, -0.517, 3.717], [5.064, -1.587, 5.589], [3.274, 0.913, 5.377], [2.045, 1.713, 7.731], [0.164, 0.741, 9.143], [-2.112, 1.989, 9.445], [-2.508, 4.205, 8.208], [-0.618, 5.169, 6.734], [-0.683, -10.348, -0.618], [0.712, -10.548, -0.775], [1.182, -10.289, -2.097], [2.032, -9.025, -2.131], [1.216, -7.829, -1.927], [1.992, -6.616, -1.678], [2.872, -6.580, -0.423], [2.141, -6.563, 0.801], [1.725, -7.844, 1.265], [-0.973, -10.753, 0.353], [-0.934, -9.283, -0.633], [-1.248, -10.872, -1.394], [0.365, -10.243, -2.824], [1.818, -11.134, -2.373], [2.535, -8.955, -3.101], [2.797, -9.124, -1.352], [0.602, -7.979, -1.135], [1.272, -5.795, -1.604], [2.614, -6.411, -2.555], [3.425, -5.634, -0.449], [3.630, -7.369, -0.414], [2.432, -8.632, 1.003], [0.729, -8.081, 0.889], [1.652, -7.798, 2.351], [-3.234, 6.387, -2.676], [-3.553, 5.797, -1.424], [-4.857, 5.223, -1.381], [-4.777, 3.702, -1.326], [-4.315, 3.147, -2.596], [-3.957, 1.730, -2.531], [-2.802, 1.328, -1.606], [-1.528, 1.798, -2.026], [-1.227, 3.129, -1.638], [-2.315, 6.961, -2.554], [-3.059, 5.621, -3.438], [-4.023, 7.067, -3.007], [-5.485, 5.563, -2.209], [-5.319, 5.573, -0.453], [-5.768, 3.297, -1.098], [-4.100, 3.439, -0.504], [-3.500, 3.664, -2.904], [-3.689, 1.430, -3.548], [-4.848, 1.156, -2.258], [-2.736, 0.235, -1.637], [-2.988, 1.587, -0.558], [-1.675, 3.395, -0.677], [-1.537, 3.832, -2.413], [-0.142, 3.215, -1.545], [1.570, -3.558, -5.685], [0.270, -3.993, -6.040], [0.041, -4.015, -7.449], [-0.061, -5.446, -7.962], [1.235, -6.118, -7.923], [1.164, -7.564, -8.141], [0.379, -8.402, -7.125], [0.973, -8.462, -5.836], [0.673, -7.361, -4.990], [1.585, -3.390, -4.606], [2.320, -4.318, -5.922], [1.824, -2.618, -6.184], [0.796, -3.444, -7.998], [-0.924, -3.525, -7.613], [-0.427, -5.434, -8.993], [-0.799, -5.965, -7.340], [1.662, -5.957, -7.019], [2.196, -7.929, -8.146], [0.761, -7.748, -9.142], [0.378, -9.432, -7.496], [-0.674, -8.109, -7.057], [-0.326, -6.956, -5.170], [1.429, -6.578, -5.102], [0.721, -7.708, -3.953], [-4.630, 8.678, -5.857], [-3.765, 9.093, -4.812], [-2.708, 9.943, -5.253], [-2.910, 11.368, -4.753], [-4.031, 12.015, -5.430], [-4.452, 13.275, -4.815], [-4.978, 13.228, -3.376], [-6.221, 12.556, -3.232], [-6.127, 11.147, -3.124], [-5.276, 7.891, -5.466], [-5.264, 9.502, -6.195], [-4.065, 8.274, -6.702], [-2.580, 9.912, -6.340], [-1.789, 9.553, -4.805], [-2.000, 11.947, -4.937], [-3.074, 11.315, -3.671], [-4.824, 11.385, -5.430], [-5.248, 13.679, -5.447], [-3.619, 13.985, -4.866], [-5.168, 14.262, -3.072], [-4.240, 12.839, -2.666], [-5.213, 10.827, -2.616], [-6.199, 10.682, -4.110], [-6.982, 10.796, -2.542]], "relative_energy_kcal_mol": 46.6, "charge": 1, "homo_ev": -9.6, "energy_ev": -192447.5320, "orbital_gap_ha": 0.1809}

Record 2
{"formula": "C26H34BaN7OP", "method": "ωB97M-V/def2-TZVPD", "elements": ["Ba", "N", "C", "C", "C", "C", "C", "C", "P", "C", "C", "C", "C", "C", "C", "C", "C", "C", "C", "C", "C", "H", "H", "H", "H", "H", "H", "H", "H", "H", "H", "H", "H", "H", "H", "H", "H", "C", "N", "C", "N", "C", "N", "C", "N", "C", "C", "H", "H", "H", "H", "H", "H", "H", "H", "H", "H", "H", "H", "C", "N", "C", "N", "O", "H", "H", "H", "H", "H", "H"], "positions_angstrom": [[0.848, -1.277, -2.051], [3.382, -0.082, -1.149], [4.041, -0.582, 0.039], [5.405, -0.817, 0.040], [6.023, -1.310, 1.180], [5.278, -1.548, 2.327], [3.913, -1.302, 2.326], [3.275, -0.827, 1.181], [1.466, -0.597, 1.102], [1.238, 1.219, 1.068], [2.291, 2.128, 1.017], [2.039, 3.498, 1.027], [0.737, 3.966, 1.111], [-0.324, 3.065, 1.168], [-0.075, 1.701, 1.131], [0.855, -1.078, 2.738], [0.355, -2.364, 2.915], [-0.077, -2.779, 4.167], [-0.019, -1.905, 5.242], [0.472, -0.615, 5.070], [0.910, -0.200, 3.822], [4.053, -0.071, -1.912], [3.106, 0.891, -1.022], [5.991, -0.609, -0.848], [7.088, -1.498, 1.174], [5.757, -1.924, 3.220], [3.335, -1.496, 3.221], [3.316, 1.774, 1.012], [2.866, 4.196, 1.002], [0.547, 5.031, 1.162], [-1.340, 3.427, 1.261], [-0.902, 1.005, 1.213], [0.314, -3.049, 2.075], [-0.458, -3.782, 4.306], [-0.359, -2.227, 6.217], [0.516, 0.066, 5.909], [1.297, 0.804, 3.694], [-2.394, -3.044, -1.426], [-3.804, -3.007, -1.107], [-4.544, -2.560, -2.293], [-4.108, -1.225, -2.725], [-2.696, -1.275, -3.031], [-1.876, -1.707, -1.857], [-2.174, -0.752, -0.746], [-3.579, -0.689, -0.416], [-4.023, -2.038, -0.029], [-4.321, -0.287, -1.621], [-2.223, -3.758, -2.234], [-1.833, -3.363, -0.543], [-5.607, -2.529, -2.059], [-4.389, -3.270, -3.106], [-2.354, -0.282, -3.339], [-2.527, -1.981, -3.847], [-1.828, 0.244, -1.049], [-1.611, -1.074, 0.138], [-5.084, -2.005, 0.213], [-3.474, -2.354, 0.860], [-3.996, 0.710, -1.925], [-5.383, -0.248, -1.384], [-0.498, 4.473, -2.439], [-0.030, 3.111, -2.236], [-0.017, 2.160, -3.165], [-0.459, 2.455, -4.396], [0.395, 0.989, -2.895], [-0.343, 5.023, -1.517], [-1.563, 4.504, -2.679], [0.070, 4.974, -3.224], [0.236, 2.826, -1.303], [-0.764, 3.378, -4.651], [-0.360, 1.770, -5.125]], "relative_energy_kcal_mol": 0.0, "charge": 2, "homo_ev": -13.7, "energy_ev": -49964.9388, "orbital_gap_ha": 0.2972}

Record 3
{"formula": "C41H78BBr2N2O11", "method": "ωB97M-V/def2-TZVPD", "elements": ["C", "C", "O", "C", "C", "C", "C", "C", "O", "O", "C", "C", "C", "C", "C", "C", "C", "C", "C", "C", "C", "C", "O", "C", "C", "C", "C", "N", "N", "C", "Br", "C", "C", "Br", "C", "B", "O", "C", "C", "H", "H", "H", "H", "H", "H", "H", "H", "H", "H", "H", "H", "H", "H", "H", "H", "H", "H", "H", "H", "H", "H", "H", "H", "H", "H", "H", "H", "H", "H", "H", "H", "H", "H", "H", "H", "H", "H", "H", "H", "H", "H", "H", "H", "H", "H", "H", "H", "H", "H", "C", "O", "C", "C", "O", "C", "C", "O", "C", "H", "H", "H", "H", "H", "H", "H", "H", "H", "H", "H", "H", "H", "H", "C", "O", "C", "C", "O", "C", "C", "O", "C", "H", "H", "H", "H", "H", "H", "H", "H", "H", "H", "H", "H", "H", "H"], "positions_angstrom": [[-4.151, 3.345, -7.649], [-5.598, 2.760, -7.276], [-5.670, 1.318, -7.167], [-4.740, 0.787, -6.203], [-4.781, 1.493, -4.763], [-3.929, 0.760, -3.634], [-4.650, 0.128, -2.380], [-6.252, 0.208, -2.271], [-6.894, -0.602, -2.971], [-6.933, 1.150, -1.435], [-3.853, -0.566, -1.218], [-4.595, -1.162, 0.069], [-5.118, -2.674, -0.100], [-4.199, -3.791, 0.609], [-3.869, -3.501, 2.164], [-2.328, -3.884, 2.411], [-1.619, -3.094, 3.611], [-0.046, -3.378, 3.755], [0.832, -2.992, 2.463], [2.154, -2.132, 2.787], [1.862, -0.607, 3.199], [2.262, 0.462, 2.038], [1.259, 1.527, 2.141], [1.687, 2.720, 1.440], [-2.292, -0.585, -1.415], [-1.454, -1.255, -0.219], [-1.343, -0.257, 1.054], [-1.770, 1.143, 0.762], [-1.635, -0.003, -2.573], [-0.147, -0.048, -2.626], [0.986, 1.537, -2.185], [0.572, -1.246, -2.966], [-0.268, -2.567, -3.302], [2.540, -1.333, -2.989], [-2.371, 0.646, -3.649], [-1.483, 1.302, -4.868], [-1.026, 2.679, -4.718], [-1.052, 0.535, -6.229], [0.375, -0.246, -6.121], [-3.292, 2.971, -6.999], [-4.209, 4.489, -7.467], [-3.950, 3.241, -8.781], [-6.298, 3.047, -8.151], [-6.040, 3.317, -6.360], [-5.051, -0.316, -6.033], [-3.676, 0.718, -6.658], [-5.879, 1.653, -4.483], [-4.329, 2.555, -4.866], [-6.714, 2.045, -1.811], [-5.533, -0.505, 0.244], [-3.924, -0.986, 0.978], [-5.083, -2.903, -1.235], [-6.235, -2.764, 0.179], [-3.235, -4.000, 0.011], [-4.799, -4.774, 0.577], [-4.499, -4.247, 2.783], [-4.170, -2.459, 2.522], [-1.660, -3.800, 1.482], [-2.311, -5.005, 2.701], [-2.103, -3.474, 4.593], [-1.796, -1.957, 3.600], [0.136, -4.494, 3.979], [0.404, -2.800, 4.646], [1.214, -3.989, 2.012], [0.175, -2.518, 1.658], [2.833, -2.633, 3.579], [2.778, -2.117, 1.816], [2.535, -0.344, 4.101], [0.785, -0.469, 3.550], [2.055, -0.065, 1.029], [3.334, 0.838, 2.136], [2.511, 2.506, 0.679], [0.821, 3.227, 0.861], [2.005, 3.494, 2.240], [-0.453, -1.696, -0.552], [-2.089, -2.150, 0.135], [-0.283, -0.360, 1.460], [-2.046, -0.650, 1.885], [-2.811, 1.102, 0.756], [-1.560, 1.785, 1.545], [0.232, -3.182, -4.123], [-1.347, -2.326, -3.581], [-0.275, -3.196, -2.331], [-0.040, 2.705, -4.768], [-1.825, -0.258, -6.516], [-1.007, 1.287, -7.109], [0.103, -1.341, -5.864], [0.923, -0.299, -7.131], [1.031, 0.236, -5.309], [7.038, -3.961, 8.925], [6.167, -4.805, 8.196], [5.596, -5.830, 9.005], [4.230, -6.242, 8.464], [3.191, -5.304, 8.755], [3.235, -4.067, 8.040], [2.856, -4.197, 6.568], [3.923, -4.781, 5.825], [3.463, -5.551, 4.729], [7.928, -4.514, 9.240], [7.341, -3.142, 8.272], [6.531, -3.533, 9.795], [5.482, -5.489, 10.040], [6.277, -6.689, 8.981], [3.935, -7.165, 8.974], [4.266, -6.472, 7.400], [4.194, -3.570, 8.171], [2.486, -3.430, 8.520], [2.672, -3.201, 6.148], [1.943, -4.797, 6.481], [2.765, -6.324, 5.066], [4.325, -6.044, 4.276], [2.987, -4.908, 3.983], [4.261, 9.025, -1.176], [3.184, 8.368, -1.817], [3.110, 8.669, -3.207], [2.479, 7.511, -3.974], [3.361, 6.401, -4.165], [3.665, 5.626, -3.004], [2.502, 4.762, -2.524], [1.524, 5.559, -1.861], [0.210, 5.052, -2.020], [4.091, 10.106, -1.158], [4.320, 8.658, -0.151], [5.209, 8.800, -1.673], [4.108, 8.866, -3.615], [2.491, 9.567, -3.321], [2.244, 7.867, -4.982], [1.537, 7.193, -3.528], [4.063, 6.250, -2.205], [4.474, 4.955, -3.308], [2.869, 4.024, -1.800], [2.065, 4.236, -3.381], [-0.037, 4.948, -3.082], [-0.486, 5.766, -1.577], [0.109, 4.092, -1.510]], "charge": 1, "homo_ev": -10.4, "energy_ev": -210027.3660, "orbital_gap_ha": 0.2213}

Record 4
{"formula": "C25H48BN2NiO5P2S", "method": "ωB97M-V/def2-TZVPD", "elements": ["Ni", "C", "C", "C", "C", "P", "C", "N", "B", "N", "C", "P", "C", "C", "C", "C", "C", "C", "C", "C", "C", "C", "C", "C", "C", "C", "C", "C", "C", "C", "H", "H", "H", "H", "H", "H", "H", "H", "H", "H", "H", "H", "H", "H", "H", "H", "H", "H", "H", "H", "H", "H", "H", "H", "H", "H", "H", "H", "H", "H", "H", "H", "H", "H", "H", "H", "H", "H", "H", "H", "H", "H", "H", "H", "O", "S", "O", "O", "O", "C", "O", "H", "H", "H", "H"], "positions_angstrom": [[0.339, -0.493, 0.633], [2.358, 2.046, 2.218], [3.403, 1.022, 1.743], [4.685, 1.754, 1.337], [3.711, 0.073, 2.905], [2.541, 0.114, 0.354], [2.539, 1.385, -1.008], [1.195, 1.404, -1.518], [0.081, 0.695, -0.920], [-1.038, 1.073, -1.752], [-2.421, 0.710, -1.559], [-2.494, -0.247, 0.035], [-3.786, -1.544, -0.405], [-5.109, -1.051, -0.998], [-3.098, -2.453, -1.437], [-4.062, -2.378, 0.850], [-3.237, 1.032, 1.192], [-2.235, 2.198, 1.150], [-3.232, 0.473, 2.620], [-4.634, 1.557, 0.855], [-0.618, 1.926, -2.759], [-1.318, 2.543, -3.780], [-0.615, 3.371, -4.659], [0.750, 3.577, -4.515], [1.464, 2.960, -3.484], [0.774, 2.136, -2.614], [3.569, -1.270, -0.372], [3.605, -2.442, 0.618], [4.996, -0.902, -0.781], [2.783, -1.711, -1.618], [2.777, 2.609, 3.057], [1.442, 1.550, 2.546], [2.099, 2.763, 1.434], [4.989, 2.402, 2.165], [4.557, 2.390, 0.459], [5.507, 1.068, 1.143], [3.976, 0.672, 3.782], [4.563, -0.569, 2.678], [2.852, -0.550, 3.152], [3.264, 1.139, -1.791], [2.820, 2.364, -0.607], [-2.790, 0.101, -2.388], [-3.044, 1.610, -1.529], [-4.960, -0.326, -1.800], [-5.752, -0.595, -0.245], [-5.653, -1.902, -1.423], [-2.984, -1.958, -2.404], [-3.717, -3.342, -1.595], [-2.108, -2.768, -1.103], [-4.651, -1.821, 1.578], [-3.132, -2.688, 1.334], [-4.632, -3.273, 0.578], [-1.233, 1.854, 1.409], [-2.541, 2.946, 1.890], [-2.207, 2.688, 0.172], [-2.272, 0.007, 2.859], [-4.022, -0.262, 2.774], [-3.403, 1.293, 3.325], [-4.739, 1.858, -0.189], [-4.841, 2.438, 1.472], [-5.405, 0.818, 1.077], [-2.383, 2.389, -3.897], [-1.147, 3.862, -5.465], [1.270, 4.225, -5.209], [2.528, 3.127, -3.367], [4.359, -2.290, 1.390], [3.863, -3.360, 0.079], [2.646, -2.582, 1.115], [5.634, -0.752, 0.088], [5.040, -0.004, -1.401], [5.423, -1.725, -1.363], [1.742, -1.932, -1.375], [3.246, -2.615, -2.025], [2.791, -0.949, -2.401], [-0.272, -1.201, 4.492], [-0.270, -1.160, 3.048], [-0.392, 0.248, 2.520], [-1.362, -1.980, 2.447], [1.026, -1.643, 2.444], [0.323, -3.902, 0.390], [-0.345, -2.692, 0.072], [1.057, -4.105, -0.391], [-0.385, -4.736, 0.425], [0.829, -3.825, 1.355], [-0.877, -2.467, 0.891]], "relative_energy_kcal_mol": 4.3, "charge": -1, "homo_ev": [-4.3, -4.7], "energy_ev": -111059.0602, "orbital_gap_ha": [0.2522, 0.2673]}